1.
Formula: C5H14N3S
Source: the Open Molecules 2025 dataset
Level of theory: ωB97M-V/def2-TZVPD

CARTESIAN COORDINATES (ANGSTROEM)
C 0.7358 -1.0960 0.8288
C -0.8866 1.3658 -0.6406
C 3.2123 0.2740 0.4405
C -3.6774 -0.8303 0.4081
C 2.1292 0.2189 -0.6080
N -1.8640 0.8791 0.0399
N 0.7842 -0.1181 0.0488
N -2.5357 -0.2452 -0.3707
S -0.2433 2.8714 0.0194
H 1.5880 -1.6475 1.2413
H -0.3330 -1.2751 1.1897
H -0.9368 1.5567 -1.6699
H 3.4669 -0.7477 0.7940
H 4.2243 0.5580 0.0454
H 2.8348 0.9537 1.1819
H -4.2781 -0.0037 0.7919
H -4.3933 -1.2666 -0.3040
H -3.3322 -1.5585 1.1421
H 1.9589 1.0653 -1.1737
H 2.2724 -0.6105 -1.2483
H -1.6386 0.9225 1.1104
H -2.6049 -0.1923 -1.4131
H -0.3021 3.7447 -0.9750

ΔE to the lowest compared entry with this formula, charge and spin, kcal/mol: 86.84
DFT total energy, eV: -20707.014
Highest occupied orbital energy (alpha / beta), Ha: -0.4646 / -0.4647
Net charge: +1
Strongest force on any atom, eV Å⁻¹: 3.7

***

2.
Formula: C6H14N2O2
Source: the Open Molecules 2025 dataset
Level of theory: ωB97M-V/def2-TZVPD

CARTESIAN COORDINATES (ANGSTROEM)
C -2.0675 3.5734 -1.2208
C -1.3456 2.1687 -1.5863
N -0.9916 1.5139 -0.3037
C -0.3125 0.3757 -0.3832
O 0.3313 0.0015 -1.3597
H -2.9214 3.3531 -0.5582
H -2.4477 4.0606 -2.1344
H -1.3922 4.2751 -0.7029
H -2.0131 1.5248 -2.1907
H -0.4466 2.3862 -2.1945
H -1.3505 1.7641 0.6210
H -0.3423 -0.2280 0.5561
C -0.1236 -1.6803 1.5783
C 0.7789 -2.6774 0.8303
N 2.2108 -2.4853 0.9413
C 3.0229 -1.6257 0.3558
O 2.7887 -0.8053 -0.5620
H 0.2181 -0.6354 1.4880
H -0.1259 -1.9587 2.6456
H -1.1557 -1.7473 1.1950
H 0.4862 -3.7298 1.0100
H 0.4777 -2.4159 -0.2023
H 2.6480 -3.2456 1.4680
H 4.0737 -1.7623 0.7093

ΔE to the lowest compared entry with this formula, charge and spin, kcal/mol: 71.73
DFT total energy, eV: -13522.514
Highest occupied orbital energy, Ha: -0.3201
SMILES string: CCNC=O.CCNC=O
Strongest force on any atom, eV Å⁻¹: 4.4

***

3.
Formula: C24H67N6O10
Source: the Open Molecules 2025 dataset
Level of theory: ωB97M-V/def2-TZVPD

CARTESIAN COORDINATES (ANGSTROEM)
N -0.0060 -0.2062 -1.3809
O 0.1671 -1.4352 -1.3537
O -0.3456 0.3607 -0.3649
O 0.3137 0.4286 -2.3594
C -1.7022 5.1352 -5.4324
C -2.4955 3.9888 -6.1268
C -3.4546 4.4988 -7.2504
O -4.3082 3.4304 -7.5987
C -5.2564 3.7072 -8.6296
N -1.5385 2.9571 -6.5265
H -0.8358 5.4473 -6.0156
H -1.3563 4.8119 -4.4506
H -2.3387 6.0049 -5.2691
H -3.1112 3.5057 -5.3681
H -2.9228 4.9412 -8.0928
H -4.0837 5.2920 -6.8463
H -5.6141 2.7766 -9.0701
H -4.7805 4.2525 -9.4446
H -6.1359 4.3101 -8.4033
H -1.1935 2.6528 -5.6274
H -2.1469 2.1861 -6.7621
C 5.2627 1.5699 3.0788
C 3.8303 1.9568 3.3170
C 3.3391 2.9414 2.2008
O 1.9720 3.2863 2.4225
C 1.6104 4.3092 1.5617
N 2.9614 0.7802 3.5052
H 5.9169 2.3741 3.4156
H 5.3226 1.2947 2.0258
H 5.5062 0.6906 3.6751
H 3.7691 2.5710 4.2155
H 3.4312 2.4605 1.2270
H 4.0123 3.7978 2.2394
H 2.2306 5.2018 1.6440
H 0.6134 4.6886 1.7859
H 1.6318 4.0478 0.5038
H 3.4221 0.2403 4.2238
H 3.0736 0.1535 2.7211
C -5.1205 7.0999 4.5469
C -4.4010 5.8484 3.9960
C -4.4066 5.6744 2.5074
O -3.8763 4.4509 2.0721
C -3.8892 4.4481 0.6497
N -3.0677 5.7627 4.4916
H -6.1209 7.1052 4.1141
H -4.5852 8.0213 4.3176
H -5.2989 6.9504 5.6118
H -4.9790 5.0281 4.4216
H -3.6980 6.4335 2.1763
H -5.4316 5.8660 2.1899
H -3.2917 5.2753 0.2667
H -4.8899 4.6622 0.2743
H -3.5641 3.5536 0.1183
H -2.6234 6.5754 4.0888
H -3.0915 6.2082 5.3978
C -2.4557 -5.5183 2.4339
C -2.7733 -4.1933 3.1270
C -3.3283 -4.4250 4.5070
O -3.6562 -3.2203 5.1622
C -4.5825 -3.4385 6.2267
N -1.5979 -3.3715 3.1077
H -3.3599 -6.0427 2.1247
H -1.8934 -6.2483 3.0163
H -2.0231 -5.3905 1.4416
H -3.5477 -3.6265 2.6102
H -2.6113 -4.9142 5.1664
H -4.1475 -5.1285 4.3589
H -5.4952 -3.9658 5.9495
H -4.7816 -2.4708 6.6872
H -4.1409 -4.0304 7.0284
H -1.2865 -3.2244 2.1582
H -0.8655 -4.0206 3.3575
C 4.3457 -5.7699 0.9379
C 4.2144 -4.7758 2.0841
C 5.4392 -4.8584 3.0650
O 5.7220 -6.2346 3.4046
C 6.7863 -6.4285 4.3138
N 4.0064 -3.4723 1.5030
H 5.3404 -5.6330 0.5137
H 3.5869 -5.5738 0.1804
H 4.2455 -6.7999 1.2803
H 3.4323 -5.0352 2.7976
H 5.2365 -4.2039 3.9127
H 6.3382 -4.4688 2.5874
H 6.9194 -7.5094 4.3606
H 6.5512 -6.0246 5.2985
H 7.7343 -5.9982 3.9910
H 4.8834 -3.2212 1.0693
H 3.3592 -3.3878 0.7322
C 6.4908 -1.5973 -3.9379
C 5.0610 -1.0479 -3.8375
O 5.0229 -0.0495 -2.8267
H 6.7775 -2.1597 -3.0493
H 7.2006 -0.7982 -4.1519
H 6.5574 -2.2282 -4.8242
H 4.3500 -1.8108 -3.5204
H 4.6550 -0.5932 -4.7411
H 4.0797 0.1120 -2.7494
C -2.0171 -4.9444 -4.7755
C -1.7812 -3.7420 -5.7345
O -2.8799 -3.7663 -6.6064
H -1.0200 -5.2201 -4.4324
H -2.5158 -5.7457 -5.3207
H -2.5527 -4.5410 -3.9161
H -0.8708 -3.8514 -6.3238
H -1.6969 -2.7850 -5.2196
H -2.8796 -2.9809 -7.1585

ΔE to the lowest compared entry with this formula, charge and spin, kcal/mol: 59.62
DFT total energy, eV: -55382.362
Highest occupied orbital energy, Ha: -0.1545
Net charge: -1
Strongest force on any atom, eV Å⁻¹: 3.3

***

4.
Formula: C33H33F40NO12P2S
Source: the Open Molecules 2025 dataset
Level of theory: ωB97M-V/def2-TZVPD

CARTESIAN COORDINATES (ANGSTROEM)
C 0.4914 -6.5377 2.0308
C -0.1005 -6.5979 0.5094
C -1.6311 -6.0751 0.5980
O -1.5800 -4.6477 0.9056
O -1.3406 -4.0134 -0.2925
P -1.9399 -2.3996 -0.0983
O -3.2522 -2.3014 -0.8705
O -0.7854 -1.3862 -0.8219
C 0.4977 -1.5080 -0.1647
C 1.6751 -2.1847 -0.8793
C 3.1002 -2.4035 -0.2815
C 3.2115 -1.7898 1.1660
C 1.9378 -1.1158 1.6999
N 0.6489 -0.9746 1.1352
O -2.0607 -2.1262 1.5741
P -3.6380 -1.6917 2.0580
O -4.3160 -0.4167 1.1678
O -3.4657 -1.0934 3.6634
S -4.8290 -3.2497 2.2104
H 0.9745 -7.5483 2.2561
H -0.3530 -6.3530 2.7787
H 1.2621 -5.6979 2.1207
H -0.1099 -7.6874 0.1672
H 0.5471 -5.9480 -0.1867
H -2.0807 -6.1669 -0.4509
H -2.2463 -6.5974 1.4002
H 1.4805 -2.5928 -1.9366
H 3.9605 -2.9046 -0.8252
H 4.1952 -1.8577 1.7566
H 2.0575 -0.6435 2.7467
H -5.1581 -0.8026 0.8118
H -4.2634 -1.3526 4.1798
C 1.0193 3.6806 2.4731
C 2.4021 3.4858 1.8134
C 3.3288 2.4665 2.4795
F 3.6148 2.7678 3.7607
F 4.5181 2.4130 1.8278
F 3.0032 4.6946 1.6966
F 2.1732 3.0567 0.5381
O 0.8745 4.7867 3.3797
C 1.3038 4.5993 4.7133
C 2.5185 5.4620 5.0784
F 3.5543 5.2554 4.2373
F 2.9608 5.1629 6.3237
F 1.5021 3.2837 4.9335
F 0.2566 4.9498 5.4947
H 0.3297 3.9178 1.6573
H 0.6274 2.7533 2.9004
H 2.8930 1.4645 2.4508
H 2.2648 6.5232 5.0435
C -3.1941 5.5807 0.0698
C -4.0417 6.4719 -0.8648
C -4.4044 5.8694 -2.2250
F -3.3294 5.5486 -2.9651
F -5.1182 6.7621 -2.9573
F -3.4229 7.6681 -1.0056
F -5.2110 6.7306 -0.2076
O -1.7733 5.7950 0.0845
C -1.0076 5.1711 -0.9271
C -0.3658 6.1689 -1.8996
F -1.2832 6.9805 -2.4656
F 0.2571 5.5180 -2.9097
F -1.7664 4.2427 -1.5413
F -0.0334 4.4829 -0.2842
H -3.5059 5.8361 1.0871
H -3.4395 4.5202 -0.0339
H -5.0204 4.9736 -2.1052
H 0.3650 6.7962 -1.3851
C 0.4613 0.6200 -3.3527
C -0.3843 1.5072 -4.2930
C -0.7058 0.9167 -5.6688
F 0.3916 0.6275 -6.3906
F -1.4217 1.8054 -6.4044
F 0.2133 2.7170 -4.4048
F -1.5721 1.7338 -3.6572
O 1.8765 0.8659 -3.3089
C 2.6748 0.2750 -4.3140
C 3.3095 1.3046 -5.2576
F 2.3834 2.1027 -5.8279
F 3.9680 0.6860 -6.2670
F 1.9511 -0.6620 -4.9595
F 3.6536 -0.3988 -3.6645
H 0.1243 0.8538 -2.3380
H 0.2403 -0.4438 -3.4754
H -1.3063 0.0073 -5.5745
H 4.0145 1.9409 -4.7189
C -5.2557 -2.8932 -3.8448
C -6.2819 -4.0471 -3.8168
C -5.7029 -5.4642 -3.8362
F -4.9559 -5.7165 -4.9257
F -6.7054 -6.3803 -3.8418
F -7.1708 -3.8653 -4.8231
F -6.9945 -3.9121 -2.6594
O -4.9713 -2.2936 -5.1205
C -4.0238 -2.9358 -5.9489
C -4.6411 -3.5136 -7.2289
F -5.6547 -4.3626 -6.9602
F -3.7185 -4.2152 -7.9302
F -3.3512 -3.8517 -5.2237
F -3.1143 -1.9877 -6.2798
H -5.7051 -2.0792 -3.2683
H -4.3393 -3.1386 -3.3011
H -5.0918 -5.6496 -2.9484
H -5.0311 -2.7165 -7.8650
C 5.2487 -1.1108 7.2965
C 4.3717 -1.9867 6.3737
C 5.1129 -2.7905 5.3017
F 5.8133 -2.0198 4.4507
F 4.2277 -3.4877 4.5422
F 3.4047 -1.2114 5.8261
F 3.7240 -2.8800 7.1785
O 5.3792 0.2796 6.9633
C 6.3454 0.6308 5.9922
C 5.7229 1.1733 4.7006
F 4.8348 0.3034 4.1664
F 6.6744 1.3852 3.7610
F 7.1662 -0.4200 5.7861
F 7.1113 1.5908 6.5575
H 4.7409 -1.0994 8.2658
H 6.2204 -1.5682 7.5017
H 5.7974 -3.5121 5.7563
H 5.2022 2.1119 4.8857

DFT total energy, eV: -198925.163
Highest occupied orbital energy, Ha: -0.3501
Strongest force on any atom, eV Å⁻¹: 6.0

***

5.
Formula: C4H11NO3
Source: the Open Molecules 2025 dataset
Level of theory: ωB97M-V/def2-TZVPD

CARTESIAN COORDINATES (ANGSTROEM)
O -0.5184 1.6108 -2.1599
C 1.8441 0.8607 1.4533
N -0.1395 -0.2010 2.3937
C 0.6094 0.1475 1.4157
C 0.2096 -0.1607 -0.0266
C -1.1969 -0.0216 -0.4351
O -2.0319 -0.8587 0.2178
H 2.6079 0.6986 0.7058
H 2.1003 1.4466 2.3374
H 1.1091 1.4962 -0.9041
H 0.3018 0.0484 3.2769
H 0.6626 -1.1081 -0.3605
H 0.7039 0.7351 -0.6207
H -1.5927 0.9890 -0.3431
H -1.2412 -0.2843 -1.5325
H -1.6390 -1.7554 -0.1210
H -0.4036 2.1939 -2.9326
H -0.7861 -3.3599 -1.3430
O -0.5995 -2.4769 -1.0214

ΔE to the lowest compared entry with this formula, charge and spin, kcal/mol: 332.18
DFT total energy, eV: -11945.705
Highest occupied orbital energy, Ha: -0.3120
Strongest force on any atom, eV Å⁻¹: 2.5

***

6.
Formula: C13H8F5KN2O2Se
Source: the Open Molecules 2025 dataset
Level of theory: ωB97M-V/def2-TZVPD

CARTESIAN COORDINATES (ANGSTROEM)
K 1.9278 1.3453 -1.7301
O -0.2788 3.0725 6.7679
C -0.4646 1.7231 6.4802
N -0.8324 1.4912 5.0953
C 0.0971 1.5902 4.1095
O 1.2717 1.8041 4.3385
C -0.4150 1.3695 2.7212
C -1.6145 0.7295 2.4179
C -1.9481 0.5552 1.0854
C -1.0781 1.0132 0.1063
N 0.0704 1.6189 0.3820
C 0.3750 1.7980 1.6562
H 0.5347 3.3693 6.3426
H -1.2847 1.3737 7.1100
H 0.4450 1.1417 6.6879
H -1.8071 1.5749 4.8551
H -2.2628 0.3496 3.1955
H -2.8615 0.0593 0.7993
H -1.3081 0.8697 -0.9424
H 1.2939 2.3220 1.8739
F 1.5138 -3.9288 -7.5320
C 1.1974 -3.2142 -6.4430
C 0.0058 -3.4554 -5.7595
F -0.8253 -4.4185 -6.1812
C -0.3125 -2.6997 -4.6453
F -1.4548 -2.9440 -3.9924
C 0.5204 -1.6834 -4.1699
Se -0.0183 -0.6802 -2.7027
C 1.7069 -1.4707 -4.8684
F 2.5623 -0.5086 -4.4465
C 2.0464 -2.2119 -5.9865
F 3.1979 -1.9556 -6.6248

ΔE to the lowest compared entry with this formula, charge and spin, kcal/mol: 1.91
DFT total energy, eV: -115944.928
Highest occupied orbital energy, Ha: -0.2554
Strongest force on any atom, eV Å⁻¹: 0.8

***

7.
Formula: C14H32FeNO3P2Si
Source: the Open Molecules 2025 dataset
Level of theory: ωB97M-V/def2-TZVPD

CARTESIAN COORDINATES (ANGSTROEM)
Fe 0.0551 -0.0728 0.0325
P -2.2599 0.1434 -0.4978
C -2.0892 0.3693 -2.2546
C -0.8468 1.1095 -2.6152
N 0.2297 0.9322 -1.7999
C 1.4524 1.3678 -2.1720
C 1.6061 2.1002 -3.3457
C 0.5111 2.3713 -4.1624
C -0.7394 1.8617 -3.7892
C 2.6288 1.0122 -1.2820
P 2.2341 -0.5065 -0.2716
H -1.6227 2.0532 -4.3935
H 2.6070 2.4614 -3.5922
H 0.6279 2.9428 -5.0913
H 3.5068 0.7976 -1.9114
H 2.8534 1.8415 -0.5854
H -2.0224 -0.6994 -2.9472
H -3.0050 0.7368 -2.7287
H -0.9803 -2.2072 -2.5167
O -1.5140 -1.5495 -3.4806
H -2.2002 -2.1586 -3.8380
H -0.0262 -1.7843 -1.0020
O -0.6800 -2.6267 -1.4746
H 0.0329 -3.2722 -1.5814
C 2.7304 -1.8249 -1.3965
H 3.7506 -1.6633 -1.7656
H 2.6852 -2.7701 -0.8444
H 2.0510 -1.8770 -2.2550
C 3.3732 -0.4721 1.0792
H 3.2928 -1.4058 1.6273
H 4.3984 -0.3573 0.7378
H 3.1345 0.3380 1.7601
C -2.8563 1.5368 0.4897
H -3.9159 1.7096 0.2376
H -2.7465 1.2769 1.5637
H -2.2533 2.4351 0.2629
C -3.3506 -1.2690 -0.2070
H -3.4742 -1.3974 0.8869
H -4.3151 -0.9988 -0.6785
H -2.9042 -2.1767 -0.6564
C -1.5212 1.0019 4.2056
Si 0.0104 0.1664 3.5144
C 1.5341 0.9849 4.2382
C 0.0008 -1.6562 3.9912
O 0.0214 0.3831 1.9244
H -1.4769 0.9491 5.3020
H -2.4280 0.4684 3.8840
H -1.6008 2.0611 3.9141
H 1.4448 0.8986 5.3298
H 2.4584 0.4722 3.9357
H 1.6107 2.0533 3.9839
H -0.9035 -2.1347 3.5774
H 0.8916 -2.1587 3.5771
H -0.0008 -1.7973 5.0814

ΔE to the lowest compared entry with this formula, charge and spin, kcal/mol: 7.25
DFT total energy, eV: -83507.490
Highest occupied orbital energy (alpha / beta), Ha: -0.3994 / -0.4046
Net charge: +1
Multiplicity: 5
Strongest force on any atom, eV Å⁻¹: 4.3